No. 1
This record from the OMol25 dataset describes a 2-piece molecular cluster, C3H5NO2 overall. The level of theory is ωB97M-V/def2-TZVPD.

Output
gap between HOMO and LUMO	10.092	eV
SMILES string	[H]/N=C/C=O.C=O
HOMO	-9.759	eV
ΔE to the lowest compared entry with this formula, charge and spin	76.2	kcal per mole

Atoms and positions in Å:
N1 1.541 -0.956 -0.933
C1 0.798 -0.799 0.078
C2 -0.679 -1.093 0.159
O1 -1.606 -0.316 0.243
C3 -0.717 1.662 -0.081
O2 0.450 1.498 0.201
H1 2.514 -0.774 -0.669
H2 -0.877 -2.161 0.331
H3 1.122 -0.626 1.110
H4 -1.120 1.505 -1.098
H5 -1.427 2.060 0.659


No. 2
This record from the OMol25 dataset describes C3H5NO2 as an isolated structure. The level of theory is ωB97M-V/def2-TZVPD.

Output
gap between HOMO and LUMO	8.853	eV
HOMO	-9.359	eV
ΔE to the lowest compared entry with this formula, charge and spin	124.0	kcal per mole

Atoms and positions in Å:
N1 1.556 0.919 0.089
C1 1.691 0.097 -0.762
O1 0.345 -1.083 -0.952
C2 -0.473 -1.029 0.020
C3 -1.022 0.860 0.568
O2 -1.597 0.926 1.622
H1 0.237 0.648 0.505
H2 2.311 -0.291 -1.551
H3 -0.176 -1.360 1.025
H4 -1.537 -1.118 -0.226
H5 -1.336 1.431 -0.336